Molecular formula: C3H5ClOS
Method: DFT, ωB97M-V/def2-TZVPD

Values from the calculation:
Kohn-Sham gap = 9.4 eV
ΔE to the lowest compared entry with this formula, charge and spin = 3.010 eV

Positions of all 11 atoms, in Å:
C -0.528012 -0.588107 -0.140071
C 0.787434 0.346330 0.105533
C -0.544628 0.686569 0.629941
H -2.046187 -0.885424 -1.322121
H -0.534328 -1.551155 0.341060
H 0.975932 0.893851 -0.846190
H 2.980713 -0.622774 -0.111928
H -0.854004 0.586730 1.749951
O -0.894804 -0.551096 -1.537656
S 2.226825 -0.251727 1.078926
Cl -1.568942 1.936804 0.052556

Cartesian forces (eV/Å) of the 3 atoms listed first:
C 2.9604 1.5430 -1.6325
C -0.6804 -1.1455 -1.3064
C -1.7671 -1.1788 3.5192

Molecular formula: CH3NO2S2
Method: DFT, ωB97M-V/def2-TZVPD

Values from the calculation:
Kohn-Sham gap (spin up / spin down) = 8.1 / 7.6 eV
ΔE to the lowest compared entry with this formula, charge and spin = 3.564 eV

Positions of all 9 atoms, in Å:
C -1.319044 -0.292444 0.032801
N 1.138332 0.209430 0.220500
O 1.110864 2.383806 -1.159287
O 0.253913 -2.193357 -0.095289
S 0.436442 1.751329 0.023366
S 0.081958 -1.017767 0.753891
H -2.286111 -0.237681 0.719348
H -1.531079 -0.846342 -0.916956
H 2.114723 0.243027 0.421624

Cartesian forces (eV/Å) of the 3 atoms listed first:
C -2.6334 0.2876 0.8601
N -1.0984 1.2634 -0.4680
O -0.9560 -0.8176 1.5852

Molecular formula: C4H8NOS
Method: DFT, ωB97M-V/def2-TZVPD

Values from the calculation:
Kohn-Sham gap = 6.8 eV
Total charge = -1
SMILES = CNC(=O)CC[S-]
ΔE to the lowest compared entry with this formula, charge and spin = 0.329 eV

Positions of all 15 atoms, in Å:
C 0.240435 2.406980 -0.214752
N 0.148918 1.136476 0.440511
C 1.176473 0.227053 0.365310
O 2.329331 0.639993 0.442434
C 0.820591 -1.179783 -0.057315
C -0.607288 -1.720863 0.261154
S -2.053089 -1.075715 -0.599857
H 1.221478 2.862202 -0.087716
H 0.108055 2.352897 -1.312468
H -0.516635 3.095786 0.161734
H -0.809140 0.783459 0.365683
H 0.840621 -1.175081 -1.156896
H 1.589687 -1.915547 0.185606
H -0.667825 -1.686644 1.375873
H -0.538753 -2.812274 0.144612

Cartesian forces (eV/Å) of the 3 atoms listed first:
C 0.6124 0.8576 -0.4782
N -1.0072 -0.5015 0.1942
C 0.1675 0.8819 -0.8102

Molecular formula: H24O12
Method: DFT, ωB97M-V/def2-TZVPD

Values from the calculation:
Kohn-Sham gap = 10.4 eV
SMILES = O.O.O.O.O.O.O.O.O.O.O.O
ΔE to the lowest compared entry with this formula, charge and spin = 3.405 eV

Positions of all 36 atoms, in Å:
O -0.420599 -0.162244 -0.798254
H -1.245756 0.104316 -0.377479
H 0.041221 -0.660199 -0.114329
O -2.150486 -2.027374 2.928018
H -1.922075 -1.973849 1.993163
H -2.687965 -2.824812 2.992822
O -4.310025 -2.033318 0.009013
H -3.350363 -2.042722 0.098167
H -4.604390 -2.763310 0.565296
O 5.027869 -0.703864 -0.454948
H 4.453405 -0.556060 -1.214642
H 4.440403 -0.615373 0.304027
O 2.862145 0.121763 -1.889463
H 2.811618 -0.321240 -1.034955
H 2.400689 -0.474176 -2.490217
O 2.632294 2.458632 -0.134337
H 2.037450 3.157065 0.161199
H 2.707031 2.600796 -1.084702
O -1.264882 -2.472662 -2.678205
H -1.634862 -1.748409 -3.195469
H -0.577599 -2.054526 -2.147362
O 1.410409 2.984417 1.788529
H 0.565102 2.735796 2.179211
H 2.026674 2.962287 2.529284
O -2.753698 3.763114 0.134897
H -2.802314 4.553758 -0.414199
H -2.100663 3.209707 -0.308133
O -2.671929 1.247007 -2.202118
H -3.540488 1.649015 -2.088164
H -2.839378 0.300994 -2.124593
O -0.882439 0.484516 1.340722
H -0.811900 0.006644 2.174780
H -0.125111 1.080672 1.347238
O 2.962204 -3.333619 1.028988
H 2.472221 -3.540024 1.832919
H 3.846174 -3.112733 1.343308

Cartesian forces (eV/Å) of the 3 atoms listed first:
O 0.3874 -0.9583 -1.8601
H 0.3452 0.0051 -0.1846
H -0.2121 0.2991 -0.1637